C34H19F15Ge2N3O2STa | the ωB97M-V functional and the def2-TZVPD basis

Calculated values
orbital gap: 6.386 eV
HOMO energy: -14.101 eV
DFT total energy: -7728.3032 Eh
net charge: +2
largest force on an atom: 0.983 eV/A
multiplicity: 1
relative energy (zero: lowest compared OMol25 entry of this formula, charge and spin): 0.0 kJ/mol

Geometry (Å):
Ta 0.659 -1.076 0.324
Ge 2.302 -3.090 -1.877
Ge -1.566 2.250 0.492
S -0.872 0.291 1.466
F 3.455 4.026 0.536
F -4.793 0.744 -4.443
F 2.827 6.121 -1.094
F -1.630 4.632 -1.239
F -5.127 4.480 4.821
F -2.642 -0.782 -3.694
F -4.209 1.301 1.488
F -4.056 3.546 -0.755
F 0.268 6.424 -1.980
F -5.482 2.911 -2.951
F -5.854 2.259 3.432
F -2.776 5.725 4.275
F -1.158 4.758 2.336
F 1.542 2.296 1.303
F -1.229 -0.161 -1.536
O 2.948 -3.265 3.046
O 0.320 -3.707 3.418
N 1.247 -2.387 1.746
N 2.795 -0.582 0.797
N -0.838 -2.703 0.263
C -0.079 3.395 -0.011
C 3.514 0.388 0.212
C 2.361 -3.258 -3.816
C 1.318 -4.606 -1.124
C -0.371 4.482 -0.819
C -3.696 2.490 -1.480
C -1.873 -4.353 1.652
C 1.219 3.296 0.444
C -2.279 0.667 -1.880
C -1.780 -2.905 -0.671
C -4.341 4.012 3.879
C 5.392 -0.063 1.619
C 3.376 -1.308 1.766
C 0.265 -3.223 2.332
C 1.894 5.262 -0.744
C -4.445 2.175 -2.610
C -2.857 -4.551 0.693
C -2.593 1.750 -1.086
C 2.210 4.192 0.089
C 4.092 -3.048 -1.100
C -3.866 2.401 2.180
C -3.135 4.649 3.596
C -4.714 2.873 3.165
C 4.664 -1.089 2.207
C -4.093 1.069 -3.379
C -0.879 -3.435 1.387
C -2.994 0.300 -3.003
C -2.797 -3.829 -0.489
C 0.585 5.415 -1.199
C 2.542 -2.432 2.298
C 4.810 0.676 0.600
C -2.318 4.140 2.598
C -2.667 3.018 1.870
C 1.411 -1.246 -1.620
H 4.605 -2.105 -1.274
H 0.303 -4.689 -1.505
H 1.861 -5.493 -1.455
H 5.344 1.473 0.108
H 3.038 0.945 -0.582
H -3.527 -3.972 -1.273
H 0.642 -1.160 -2.392
H 4.671 -3.830 -1.589
H 1.365 -3.228 -4.253
H 2.814 -4.217 -4.064
H 2.242 -0.600 -1.904
H -1.846 -4.900 2.585
H -3.648 -5.270 0.858
H 2.963 -2.471 -4.265
H 1.309 -4.625 -0.035
H 5.066 -1.723 2.985
H 4.094 -3.269 -0.035
H -1.707 -2.330 -1.581
H 6.402 0.149 1.942

Löwdin population analysis, charges in e, atoms 1 to 8: Ta 1.52; Ge 0.79; Ge 0.86; S 0.37; F 0.13; F 0.18; F 0.18; F 0.12